# 1
Molecular formula: C18H23NO5
Method: DFT, the ωB97M-V functional and the def2-TZVPD basis

The geometry in XYZ format:
```
47
Properties=species:S:1:pos:R:3:forces:R:3:lowdin_charge:R:1
C 2.314821 1.040974 -0.701737 -0.17 -0.30 0.05 0.028
N 0.827652 1.343082 -0.599116 1.37 2.15 0.31 -0.160
C 0.622458 2.398301 -1.711291 -0.22 -0.45 -0.31 -0.075
C 0.711639 3.823582 -1.203787 -0.25 0.45 0.39 -0.168
O 0.035223 4.019079 0.047383 1.15 -0.36 -0.44 -0.113
C 0.753930 3.305506 1.055224 -0.28 0.01 -0.14 -0.167
C 0.604275 1.812083 0.858601 0.00 0.30 0.01 -0.050
H 2.613515 0.341511 0.088791 -0.17 0.32 -0.30 0.114
H 2.513279 0.589317 -1.680239 -0.04 0.11 0.33 0.113
H 2.813358 2.005238 -0.590736 0.11 -0.18 -0.01 0.105
H 1.403262 2.213092 -2.465123 -0.15 0.11 0.40 0.137
H -0.310883 2.211223 -2.248464 0.41 -0.10 0.55 0.100
H 1.781511 4.098085 -1.129360 -0.41 0.20 0.18 0.126
H 0.208525 4.500756 -1.907316 0.32 -0.24 0.05 0.139
H 1.827574 3.565921 1.082434 -0.34 0.39 -0.13 0.127
H 0.280479 3.568622 2.013328 0.34 -0.11 -0.28 0.144
H -0.383551 1.504520 1.190678 0.04 -0.22 -0.35 0.120
H 1.357149 1.300297 1.484565 -0.54 0.02 -0.40 0.148
C 0.172162 -4.129856 0.929824 0.10 -0.04 0.14 0.024
C 1.132027 -3.166657 1.614535 0.40 0.75 -0.09 -0.534
C 1.965180 -3.796094 2.739244 -0.25 0.27 -0.40 0.016
O 2.053990 -2.635487 0.637507 -0.66 -0.21 0.10 0.049
C 1.464749 -1.827473 -0.328335 -0.61 0.35 -0.41 -0.478
O 1.901790 -1.873593 -1.469675 0.42 -0.01 0.35 0.055
C 0.405400 -0.939057 0.089243 1.17 -1.23 1.10 -0.114
C 0.025371 0.150471 -0.860797 -1.82 -2.09 -0.22 -0.178
C -1.539558 0.330845 -0.934272 -0.12 0.32 -0.02 -0.099
C -2.282680 -0.811209 -0.595498 -0.52 0.09 -0.07 -0.025
C -3.683636 -0.833482 -0.652101 0.41 0.27 -0.40 -0.057
C -4.372106 0.230488 -1.241187 0.25 0.08 0.10 -0.090
C -3.652126 1.356420 -1.648223 0.07 0.01 0.31 -0.085
C -2.277263 1.454785 -1.392155 0.02 -0.40 -0.09 -0.043
C -0.084768 -1.067813 1.441883 0.10 0.62 -0.58 -0.465
O -0.888033 -0.312575 1.969007 -0.03 -0.36 0.23 0.053
O 0.413209 -2.084666 2.227090 0.03 -0.24 -0.26 0.061
H -0.390782 -3.620381 0.133370 0.18 -0.20 0.27 0.089
H 0.760285 -4.946469 0.496008 -0.21 0.13 0.03 0.101
H -0.519164 -4.529840 1.678934 0.06 0.05 -0.21 0.098
H 2.573444 -3.014852 3.210546 -0.16 -0.20 -0.14 0.094
H 1.292362 -4.228035 3.486505 0.12 0.08 -0.12 0.092
H 2.620038 -4.575272 2.340761 -0.13 0.10 0.00 0.092
H 0.357842 -0.196608 -1.852441 -0.12 0.10 0.17 0.166
H -1.764864 -1.709627 -0.261235 -0.17 0.39 -0.04 0.107
H -4.214838 -1.702526 -0.262244 0.12 0.22 -0.23 0.107
H -5.456466 0.205241 -1.353504 0.30 -0.05 -0.01 0.102
H -4.151490 2.194479 -2.154531 0.16 -0.37 0.47 0.106
H -1.834293 2.437655 -1.572097 -0.27 -0.54 0.10 0.089
```
Positions in Å, forces in eV/Å.

Its spin multiplicity is 1. The value obtained for the HOMO-LUMO gap is 8.14 eV. As for the SMILES: CC1(C)OC(=O)C([C@@H](c2ccccc2)[N+]2(C)CCOCC2)=C([O-])O1. The value obtained for the relative energy (zero: lowest compared OMol25 entry of this formula, charge and spin) is 380.8 kJ/mol. As for the HOMO energy: -0.285 Ha.



# 2
Molecular formula: C5H21NO6
Method: DFT, the ωB97M-V functional and the def2-TZVPD basis

The geometry in XYZ format:
```
33
Properties=species:S:1:pos:R:3:forces:R:3:lowdin_charge:R:1
C 0.038560 -0.914780 0.805511 -1.56 -0.50 0.16 -0.044
C -1.270129 0.011549 0.899085 2.66 0.97 0.22 -0.260
C -0.746235 1.458385 1.439640 0.66 -1.32 0.95 -0.327
C -0.443527 1.516863 2.961114 -0.46 -1.68 0.60 -0.047
O 0.536846 1.559269 0.833333 0.94 -0.74 -1.57 -0.110
N -1.788182 0.150826 -0.466586 -0.69 -0.71 0.23 -0.018
C -2.860874 -0.779002 -0.747928 -1.16 0.24 -0.26 -0.301
O -2.641721 -2.114656 -0.373113 1.29 -1.27 -0.83 -0.062
H -0.192869 -1.984865 1.016779 -0.06 0.77 -0.23 0.087
H 0.851405 -0.615714 1.454115 0.00 0.06 0.00 0.049
H 0.312577 -0.844715 -0.251157 0.58 -0.24 0.50 0.046
H -1.978057 -0.456222 1.589629 -0.17 0.45 -0.20 0.133
H -1.290470 2.301275 1.074359 -1.15 0.22 -0.10 0.117
H 0.425594 0.853589 3.060632 0.17 0.57 0.18 0.074
H -1.090127 1.135509 3.788008 -0.55 -0.09 -1.27 0.084
H -0.262630 2.499946 3.330539 0.71 0.95 -0.22 0.056
H 1.139271 2.299002 0.916546 -0.84 0.62 0.67 0.100
H -1.043324 -0.091403 -1.116405 -0.10 0.34 0.14 0.095
H -3.787755 -0.487408 -0.234739 0.16 0.51 -0.30 0.118
H -3.016051 -0.811926 -1.856673 0.04 0.26 0.95 0.134
H -3.038223 -2.477074 0.413438 -0.43 0.66 0.38 0.079
H -0.490929 2.773304 -2.383646 1.06 0.26 0.24 0.046
H 1.090091 2.686081 -2.920106 -0.09 0.78 0.76 0.028
O 0.170243 2.453750 -3.010289 -0.85 -1.08 -0.95 -0.050
H 1.288647 -3.407961 -1.172388 -0.52 -0.22 0.04 0.049
H 1.975352 -2.289211 -1.781906 0.07 0.12 -0.28 0.003
O 1.129011 -2.740959 -1.850354 0.48 -0.15 0.26 -0.045
H 1.579641 0.767995 -2.260311 -0.16 -0.46 0.06 0.008
H 2.354355 -0.560774 -1.955579 -0.32 0.35 0.13 -0.013
O 2.433815 0.321242 -2.326138 0.36 0.41 -0.12 -0.048
H 4.277588 -1.044170 0.210445 0.03 0.56 -0.04 0.042
H 2.985695 -0.135973 0.454153 0.51 -0.16 -0.21 0.032
O 3.352412 -1.031772 0.459993 -0.62 -0.46 0.10 -0.055
```
Positions in Å, forces in eV/Å.

Its spin multiplicity is 1. The value obtained for the HOMO-LUMO gap is 9.54 eV. As for the SMILES: C[C@H](NCO)[C@@H](C)O.O.O.O.O. The value obtained for the relative energy (zero: lowest compared OMol25 entry of this formula, charge and spin) is 240.7 kJ/mol. As for the HOMO energy: -0.337 Ha.



Short version: strongest force on any atom = 2.783, 2.841 eV/Å, in the order given.